Model i:
Entry from the Open Molecules 2025 dataset: C6H10N2O2 in the gas phase (ωB97M-V with the def2-TZVPD basis set).

Summary:
HOMO level in Ha: -0.3632
SMILES: [H]/N=C(\O)[C@@H]1C[C@H](O)[C@@H]2N[C@@H]21

The geometry in ORCA input format:
```
! RIJCOSX wB97M-V def2-TZVPD def2/J DEFGRID3
* xyz 0 1
O 3.08516 1.48306 -0.28944
C 2.27929 1.02292 -1.34954
C 1.79828 -0.43455 -1.17843
C 0.41368 -0.53315 -1.87275
C -0.49590 -1.46645 -1.13189
N -1.40611 -2.24428 -1.52292
C -0.09226 0.90626 -1.90404
N -0.03647 1.52806 -0.57345
C 1.00949 1.82210 -1.56083
H 2.57310 1.44606 0.52570
H 2.89486 1.11940 -2.25485
H 2.51181 -1.15568 -1.59260
H 1.70817 -0.64476 -0.10374
H 0.50603 -0.90992 -2.89878
H -0.89645 1.18922 -2.58280
H -0.69359 2.29894 -0.49819
H 1.06126 2.83301 -1.96583
O -0.68344 -1.25635 0.33190
H -0.19150 -0.42509 0.52695
H -1.92456 -2.44804 -0.54070
*
```

Atom charges from the Löwdin analysis, given in e for atoms 1 to 5:
1. O -0.01
2. C -0.34
3. C -0.07
4. C -0.20
5. C -0.38

=====

Model ii:
Entry from the Open Molecules 2025 dataset: C6H10N2O2 in the gas phase (ωB97M-V with the def2-TZVPD basis set).

Summary:
HOMO level in Ha: -0.3337
SMILES: C[C@H]1C=C[C@@](C)([N+](=O)[O-])N1

The geometry in ORCA input format:
```
! RIJCOSX wB97M-V def2-TZVPD def2/J DEFGRID3
* xyz 0 1
C 0.90136 0.13495 -1.14547
C 1.29073 0.83139 -0.10605
C -0.31372 -0.70788 -0.94177
C 0.27613 0.51621 1.02901
C -1.40789 -0.47467 -2.01293
C 0.77432 -0.06684 2.37211
N -0.66665 -0.32498 0.35872
N -0.34946 1.85635 1.43298
O 0.35709 2.61402 2.03795
O -1.52937 1.92177 1.15708
H 1.57286 -0.03661 -1.86195
H 2.10176 1.47933 -0.07149
H -0.02331 -1.80960 -0.94837
H -1.80155 0.50324 -1.93179
H -2.27749 -1.15834 -1.96003
H -0.93129 -0.44160 -3.05192
H 0.90254 -1.06779 2.18161
H -0.10283 0.01366 3.11645
H 1.63860 0.35944 2.84438
H -1.25499 -0.92711 0.87513
*
```

Atom charges from the Löwdin analysis, given in e for atoms 1 to 5:
1. C -0.03
2. C 0.05
3. C -0.38
4. C -0.39
5. C -0.04

=====

Energies relative to the minimum, kcal/mol: model i 0.0; model ii 55.0

=====

Model i:
Entry from the Open Molecules 2025 dataset: C5H7Br in the gas phase (ωB97M-V with the def2-TZVPD basis set).

Summary:
HOMO level in Ha: -0.3400
SMILES: CC1(C)C=C1Br

The geometry in ORCA input format:
```
! RIJCOSX wB97M-V def2-TZVPD def2/J DEFGRID3
* xyz 0 1
C -0.76374 0.04324 1.39170
C -1.47207 -0.09803 0.29884
C 0.04449 0.01179 0.09559
C 0.74460 -1.33640 -0.22275
C 0.55715 1.31742 -0.47173
Br -3.05580 -0.07398 -0.69965
H -0.78724 0.04718 2.40866
H 0.95295 -1.48629 -1.31201
H 0.11929 -2.16866 -0.08622
H 1.77205 -1.30508 0.27751
H -0.35211 2.04710 -0.32853
H 0.82766 1.24014 -1.45545
H 1.41277 1.76157 0.10403
*
```

Atom charges from the Löwdin analysis, given in e for atoms 1 to 5:
1. C 0.02
2. C -0.68
3. C -0.49
4. C -0.05
5. C -0.05

=====

Model ii:
Entry from the Open Molecules 2025 dataset: C5H7Br in the gas phase (ωB97M-V with the def2-TZVPD basis set).

Summary:
HOMO level in Ha: -0.3312
SMILES: C=C/C(Br)=C/C

The geometry in ORCA input format:
```
! RIJCOSX wB97M-V def2-TZVPD def2/J DEFGRID3
* xyz 0 1
C 0.12595 -1.71019 -1.88830
C 0.13656 -1.66800 -0.55335
C -0.19268 0.99441 0.20997
C -0.11318 -0.35877 0.27929
C -0.11893 1.96234 1.31629
Br 0.02680 -1.08203 2.14082
H 0.24994 -2.63417 -2.47505
H -0.30224 -0.92072 -2.60688
H 0.50537 -2.45638 0.01143
H -0.12217 1.22799 -0.82541
H 0.50550 2.75638 0.86663
H 0.37711 1.48986 2.08991
H -1.07804 2.39928 1.43467
*
```

Atom charges from the Löwdin analysis, given in e for atoms 1 to 5:
1. C -0.01
2. C -0.23
3. C -0.22
4. C -0.50
5. C -0.11

=====

Energies relative to the minimum, kcal/mol: model i 19.5; model ii 0.0

=====

Model i:
Entry from the Open Molecules 2025 dataset: 2 unconnected molecules or ions with the total composition C5H7Br (ωB97M-V with the def2-TZVPD basis set).

Summary:
HOMO level (alpha / beta) in Ha: -0.3174 / -0.3139

The geometry in ORCA input format:
```
! RIJCOSX wB97M-V def2-TZVPD def2/J DEFGRID3
* xyz 0 1
C 0.37355 1.03136 -2.01625
C 0.92414 1.55084 -0.91600
C -0.18653 -1.52567 0.59852
C -1.21361 -0.40581 1.05699
C 0.23214 -0.12685 0.88911
Br 1.30098 0.37653 2.42905
H 0.46856 1.30948 -3.06166
H -0.40000 0.33966 -1.85638
H 1.77964 2.09368 -0.57395
H 0.22744 -2.31514 1.36356
H -0.11550 -1.76497 -0.43174
H -1.92836 0.08024 0.48665
H -1.46246 -0.64335 2.03211
*
```

Atom charges from the Löwdin analysis, given in e for atoms 1 to 5:
1. C -0.08
2. C 0.07
3. C -0.15
4. C -0.16
5. C -0.71

=====

Model ii:
Entry from the Open Molecules 2025 dataset: C5H7Br in the gas phase (ωB97M-V with the def2-TZVPD basis set).

Summary:
HOMO level in Ha: -0.3358
SMILES: C[C@H]1[C@@H]2C[C@]12Br

The geometry in ORCA input format:
```
! RIJCOSX wB97M-V def2-TZVPD def2/J DEFGRID3
* xyz 0 1
C -0.81941 -1.89784 -0.24250
C -0.15451 -0.91766 0.66913
C 0.15891 0.26199 -0.36807
C -1.16455 -0.46612 -0.28002
C 0.30566 1.68373 0.06750
Br -2.91642 0.20231 -0.19382
H -0.34277 -2.57114 -0.93796
H -1.58690 -2.64512 0.10737
H -0.07569 -0.93873 1.78332
H 0.74649 -0.01853 -1.12990
H -0.05402 2.15439 -0.84880
H 1.26595 1.93458 0.54168
H -0.42241 2.02227 0.90355
*
```

Atom charges from the Löwdin analysis, given in e for atoms 1 to 5:
1. C -0.14
2. C -0.13
3. C -0.25
4. C -0.83
5. C -0.08

=====

Energies relative to the minimum, kcal/mol: model i 72.0; model ii 0.0

=====

Model i:
Entry from the Open Molecules 2025 dataset: a molecular structure, C4H3LiNaO2 (ωB97M-V with the def2-TZVPD basis set).

Summary:
HOMO level (alpha / beta) in Ha: -0.1455 / -0.3438

The geometry in ORCA input format:
```
! RIJCOSX wB97M-V def2-TZVPD def2/J DEFGRID3
* xyz 0 2
Na -1.76936 1.42519 -1.21158
O 0.34748 0.44850 -1.47420
C 1.09360 0.03921 -0.39505
H 1.53970 -0.96579 -0.55378
H 1.95049 0.67874 -0.09650
C -0.23351 -0.68809 1.91786
C 0.18288 -0.07031 0.78494
C -1.19931 -0.34150 0.89916
O -2.35575 -0.03216 0.60834
Li 0.31234 0.87595 -3.16674
H 0.13144 -1.36973 2.68755
*
```

Atom charges from the Löwdin analysis, given in e for atoms 1 to 5:
1. Na 0.33
2. O -0.50
3. C -0.35
4. H 0.13
5. H 0.12

=====

Model ii:
Entry from the Open Molecules 2025 dataset: a molecular structure, C4H3LiNaO2 (ωB97M-V with the def2-TZVPD basis set).

Summary:
HOMO level (alpha / beta) in Ha: -0.1446 / -0.3474

The geometry in ORCA input format:
```
! RIJCOSX wB97M-V def2-TZVPD def2/J DEFGRID3
* xyz 0 2
Na -1.70640 -0.48593 1.77153
O 0.42798 0.35447 1.56553
C 1.05718 0.33715 0.35042
H 1.40370 1.33984 0.01730
H 1.96587 -0.30213 0.30790
C -0.24241 -0.37806 -1.99431
C 0.13819 -0.16628 -0.71020
C -1.21904 -0.43615 -0.98122
O -2.34164 -0.69783 -0.54551
Li 0.44699 0.74859 3.25517
H 0.06958 -0.31367 -3.03660
*
```

Atom charges from the Löwdin analysis, given in e for atoms 1 to 5:
1. Na 0.33
2. O -0.51
3. C -0.35
4. H 0.13
5. H 0.12

=====

Energies relative to the minimum, kcal/mol: model i 11.9; model ii 0.0

=====

Model i:
Entry from the Open Molecules 2025 dataset: 2 unconnected molecules or ions with the total composition CHFI2S (ωB97M-V with the def2-TZVPD basis set).

Summary:
HOMO level (alpha / beta) in Ha: -0.3282 / -0.3141

The geometry in ORCA input format:
```
! RIJCOSX wB97M-V def2-TZVPD def2/J DEFGRID3
* xyz 0 1
C 0.14557 0.63306 -0.21005
F 0.89541 1.32891 -1.12865
S -0.92917 -0.37891 -0.99718
I 2.15090 -1.38832 0.73210
I -2.01915 -1.32392 0.80263
H -0.24357 1.12918 0.80117
*
```

Atom charges from the Löwdin analysis, given in e for atoms 1 to 5:
1. C -0.81
2. F -0.09
3. S 0.26
4. I 0.01
5. I 0.53

=====

Model ii:
Entry from the Open Molecules 2025 dataset: 2 unconnected molecules or ions with the total composition CHFI2S (ωB97M-V with the def2-TZVPD basis set).

Summary:
HOMO level in Ha: -0.3483
SMILES: FC=S.II

The geometry in ORCA input format:
```
! RIJCOSX wB97M-V def2-TZVPD def2/J DEFGRID3
* xyz 0 1
C 0.97607 -0.80441 -1.00442
F 2.21856 -1.06773 -0.62780
S 0.47887 0.65871 -1.40948
I -1.99112 0.24348 2.55889
I -2.04332 2.67149 1.46469
H 0.36094 -1.70154 -0.98189
*
```

Atom charges from the Löwdin analysis, given in e for atoms 1 to 5:
1. C -0.74
2. F -0.03
3. S 0.69
4. I 0.00
5. I 0.01

=====

Energies relative to the minimum, kcal/mol: model i 37.9; model ii 0.0

=====

Model i:
Entry from the Open Molecules 2025 dataset: a molecular structure, C9H11O3 (ωB97M-V with the def2-TZVPD basis set).

Summary:
HOMO level in Ha: -0.1479

The geometry in ORCA input format:
```
! RIJCOSX wB97M-V def2-TZVPD def2/J DEFGRID3
* xyz -1 1
C -2.98292 2.07401 0.79591
C -3.75118 0.86906 1.37337
O -3.04486 -0.11813 1.83017
O -4.96763 0.94657 1.39823
H -2.32838 2.60922 1.46728
H -3.78327 2.75097 0.45186
H -2.51173 1.93678 -0.18599
C 3.92436 -0.81093 -1.01280
C -0.35714 -0.55654 -0.14748
C 0.57479 -0.90414 0.87870
C 0.22223 -0.25516 -1.42331
C 1.89308 -1.13800 0.58035
C 1.58941 -0.18842 -1.54343
C 2.49869 -0.71078 -0.58799
O -1.63834 -0.61265 -0.01452
H -2.31441 -0.57430 0.97665
H 0.14086 -1.16324 1.82770
H -0.53510 -0.25976 -2.20282
H 2.52195 -1.59370 1.34796
H 1.92020 0.25929 -2.47650
H 4.58896 -0.77743 -0.14707
H 4.15706 -0.01700 -1.72743
H 4.18338 -1.76572 -1.45885
*
```

Atom charges from the Löwdin analysis, given in e for atoms 1 to 5:
1. C -0.02
2. C -0.66
3. O -0.04
4. O 0.00
5. H 0.06

=====

Model ii:
Entry from the Open Molecules 2025 dataset: 2 unconnected molecules or ions with the total composition C9H11O3 (ωB97M-V with the def2-TZVPD basis set).

Summary:
HOMO level in Ha: -0.1596

The geometry in ORCA input format:
```
! RIJCOSX wB97M-V def2-TZVPD def2/J DEFGRID3
* xyz -1 1
C 3.10243 2.73086 1.24332
C 0.71187 -0.65333 0.09162
C 0.11207 0.58882 0.28480
C 2.00315 -0.82481 0.61233
C 0.88033 1.63276 0.73624
C 2.80842 0.23929 0.96020
C 2.24758 1.51642 1.01413
O 0.08336 -1.68160 -0.43295
H -0.86341 -1.60999 -0.88015
H -0.92250 0.85954 0.09068
H 2.43363 -1.82262 0.63064
H 0.49983 2.63346 0.91744
H 3.87587 0.16207 1.17106
H 3.63452 2.67616 2.20376
H 2.44252 3.59785 1.41086
H 3.72748 3.05441 0.41170
C -4.34521 -2.20506 -1.72286
C -3.15364 -1.40586 -1.17474
O -2.02242 -1.69593 -1.69069
O -3.32835 -0.62649 -0.23775
H -4.07917 -3.24708 -1.87970
H -4.63548 -1.78462 -2.68470
H -5.21285 -2.13427 -1.07524
*
```

Atom charges from the Löwdin analysis, given in e for atoms 1 to 5:
1. C -0.09
2. C -0.36
3. C -0.01
4. C -0.04
5. C -0.08

=====

Energies relative to the minimum, kcal/mol: model i 16.4; model ii 0.0